Density functional theory data (ωB97M-V with the def2-TZVPD basis set) for the ion C2HFNO2 with charge -1.

F_max = 0.03753 Eh/bohr
HOMO level = -0.17143 Eh
ΔE to the lowest compared entry with this formula, charge and spin = 0.0 kJ/mol
Spin multiplicity = 1
Kohn-Sham gap = 9.1663 eV
DFT total energy = -10392.20931 eV
Charge = -1

Each line ends with the Mulliken charge.
Geometry (Å):
F (0.81023, -0.65825, -2.34232)  -0.289
O (-1.38816, 0.99550, 0.78607)  -0.655
O (-0.32515, -0.57270, 2.00218)  -0.660
N (0.04849, -0.81054, -1.07305)  -0.368
C (0.32698, 0.07977, -0.24890)  0.184
C (-0.56824, 0.09391, 1.02398)  0.499
H (1.09585, 0.87230, -0.14796)  0.289

Forces on atoms 1 to 6 (eV/Å):
F 0.2 0.2 0.3
O -0.8 0.4 0.3
O 0.4 -1.1 1.1
N 0.1 -0.2 -0.9
C 0.7 -0.1 1.6
C -0.2 1.3 -1.4